# 1
{
  "formula": "C51H28F2N10Ru",
  "method": "ωB97M-V with the def2-TZVPD basis set",
  "e_above_lowest_ev": 1.182,
  "charge": -1,
  "e_tot_ev": -76257.029,
  "orbital_gap_ev": [3.88, 5.42],
  "multiplicity": 6,
  "elements": ["Ru", "C", "C", "C", "C", "C", "N", "C", "N", "C", "C", "C", "C", "C", "C", "C", "C", "N", "C", "N", "C", "N", "C", "N", "C", "N", "C", "C", "C", "C", "C", "C", "C", "C", "C", "C", "C", "C", "N", "C", "C", "H", "H", "H", "H", "H", "H", "H", "H", "H", "H", "H", "H", "H", "H", "H", "H", "F", "C", "C", "C", "C", "C", "F", "C", "C", "C", "C", "C", "C", "N", "H", "H", "H", "H", "H", "H", "C", "C", "C", "C", "C", "C", "C", "C", "N", "H", "H", "H", "H", "H", "H"],
  "coordinates": [[12.309, 13.919, 9.514], [16.727, 13.917, 4.764], [17.003, 15.202, 5.244], [16.512, 15.679, 6.438], [15.831, 14.735, 7.209], [15.235, 14.848, 8.526], [14.366, 13.843, 8.683], [14.653, 12.865, 7.701], [14.330, 11.579, 7.742], [13.313, 11.109, 8.434], [13.201, 9.698, 8.598], [13.817, 8.676, 7.882], [13.546, 7.395, 8.402], [12.726, 7.223, 9.504], [12.289, 8.247, 10.281], [12.383, 9.488, 9.689], [12.115, 10.771, 10.210], [11.426, 10.947, 11.405], [11.359, 12.118, 12.017], [12.032, 13.274, 11.601], [11.986, 14.134, 12.681], [12.763, 15.177, 13.026], [13.800, 15.542, 12.256], [13.973, 15.203, 10.964], [15.036, 15.952, 10.543], [15.654, 15.748, 9.363], [15.614, 16.718, 11.607], [16.655, 17.639, 11.742], [16.923, 18.310, 12.982], [16.222, 17.939, 14.120], [15.198, 17.004, 13.934], [14.773, 16.566, 12.679], [11.109, 13.619, 13.735], [10.614, 14.236, 14.884], [9.807, 13.408, 15.695], [9.509, 12.129, 15.354], [9.974, 11.508, 14.161], [10.771, 12.296, 13.341], [12.521, 11.782, 9.367], [15.552, 13.450, 6.751], [16.082, 12.992, 5.576], [17.163, 13.663, 3.780], [17.667, 15.805, 4.597], [16.647, 16.681, 6.933], [14.631, 8.973, 7.195], [13.861, 6.545, 7.857], [12.445, 6.282, 9.878], [11.844, 8.169, 11.303], [17.371, 17.749, 10.934], [17.651, 19.181, 13.020], [16.424, 18.404, 15.057], [14.614, 16.580, 14.762], [10.958, 15.273, 15.092], [9.480, 13.806, 16.639], [8.927, 11.461, 15.995], [9.632, 10.527, 13.899], [16.006, 11.958, 5.335], [7.229, 11.976, 10.124], [8.050, 13.095, 10.063], [9.326, 12.913, 9.572], [10.295, 13.958, 9.714], [9.803, 15.151, 10.269], [8.420, 15.329, 10.696], [7.864, 16.566, 10.759], [7.538, 14.218, 10.719], [10.594, 16.326, 9.995], [10.250, 17.671, 10.249], [10.856, 18.696, 9.460], [11.858, 18.287, 8.642], [12.380, 16.981, 8.674], [11.827, 15.998, 9.472], [9.734, 12.004, 9.131], [6.626, 14.226, 11.266], [9.300, 17.964, 10.824], [10.496, 19.751, 9.495], [12.258, 19.059, 7.919], [13.307, 16.715, 8.143], [11.569, 13.790, 7.323], [11.048, 14.960, 6.636], [11.782, 15.616, 5.661], [11.310, 16.648, 4.941], [10.017, 17.139, 5.206], [9.214, 16.532, 6.232], [9.738, 15.433, 6.902], [9.633, 18.419, 4.697], [9.274, 19.444, 4.189], [12.393, 13.267, 6.766], [10.751, 13.040, 7.348], [12.833, 15.350, 5.545], [12.020, 17.365, 4.376], [8.227, 16.941, 6.416], [9.129, 14.847, 7.518]],
  "forces_ev_per_a": [[0.5007, -0.2773, -1.2796], [1.0446, -0.0419, -0.0141], [0.5982, 0.6061, -1.6401], [-0.1799, 0.0093, 2.1669], [0.5556, 0.4514, -1.4826], [0.1396, 0.5038, 0.1937], [-1.2283, -1.9041, 0.0293], [-0.5391, -0.6396, 2.3315], [0.1431, 2.1942, -1.9433], [0.0755, 0.6132, 1.2746], [-0.0381, -0.3563, -1.4458], [0.5682, -0.2056, 1.4168], [-0.1964, 1.2870, -1.5288], [0.2496, -0.5022, 0.7039], [-1.3534, 1.1136, 0.9246], [1.0023, -0.2381, 1.0232], [-2.0089, 3.2532, 1.0699], [0.0071, 0.4984, -0.3128], [1.8463, -0.5889, -1.8700], [-0.4401, -0.5619, 2.2563], [1.6268, 1.2876, 0.5923], [-1.2286, -1.7762, -0.4225], [-0.8074, 0.8809, -0.0837], [0.9081, 1.2227, 0.7250], [0.3130, -2.3363, -0.5037], [-0.2249, 1.2121, -0.6519], [0.3811, 2.0957, -0.2406], [1.2286, 0.4637, 0.6137], [0.4181, 0.3669, -1.7608], [-0.9619, -0.7413, -1.2204], [-1.4416, -0.1457, 1.0713], [0.4313, -1.5392, 1.4108], [-1.0710, -0.5057, 0.0808], [0.7971, -0.6621, -0.7487], [0.7644, 1.8063, 0.2978], [-0.0935, -2.4685, -0.9183], [0.0240, 1.6047, 0.2711], [-0.7402, 0.8735, 0.9856], [0.8577, -2.6995, 0.5392], [0.8416, 0.7562, -0.2111], [0.0028, 0.2780, -0.6867], [-0.3812, -0.1178, 0.7493], [-0.6586, -0.0286, 0.4506], [0.2023, -1.0473, -1.0282], [-0.8483, -0.6552, 0.0342], [0.5136, -0.8355, -0.2851], [0.2241, -1.5628, 0.0547], [0.2107, -0.2416, -1.2058], [-0.2228, 0.3367, -0.1598], [-0.7341, -1.4901, -0.1388], [0.0816, 0.0090, 0.6314], [0.3167, 0.5429, -0.0221], [-0.5734, -0.9316, 0.1079], [-0.3051, 0.0367, 0.2007], [0.0223, 0.5915, 0.0598], [0.1329, -0.3782, -0.1423], [-0.3091, -0.5975, -0.4636], [0.4701, 0.7512, -0.3657], [-0.5934, -1.4076, 1.3086], [1.7687, 0.9962, -0.0016], [-1.9557, -0.7779, 1.1142], [-2.7148, 1.3496, 0.4084], [0.6565, -2.0291, -1.7952], [0.1089, -0.5885, 0.9065], [2.4267, 1.0701, -0.6801], [1.5705, 0.8182, 1.0490], [-1.6665, 1.3718, -0.7051], [-1.2770, -1.0466, 1.8306], [1.8237, 0.8467, -2.2321], [-0.3103, -0.5886, 1.5313], [-0.7109, 3.4195, -2.1279], [-0.8207, -0.1225, 0.1850], [-0.7922, 0.0230, -0.1684], [1.9820, -0.7467, -0.8934], [0.3762, -1.0739, 0.0011], [-0.1193, -1.2470, 0.8414], [-0.5970, 0.1434, 0.2810], [-0.4035, -1.2563, -0.9718], [-0.6108, -0.7788, 0.2064], [1.8444, -0.4911, 0.2823], [0.2486, 3.2589, -0.6398], [-0.4163, 0.2387, 1.2119], [1.3030, -0.1270, -1.0268], [0.3395, 0.8857, -1.5101], [-1.6899, 3.6497, -2.5433], [1.5045, -3.9575, 2.1905], [-0.4678, 0.8289, 0.4148], [0.4523, 0.3466, 0.3953], [-0.1395, -0.2173, -0.1083], [-1.2631, -1.6662, 0.4901], [0.0593, -0.1852, 0.1316], [-0.8298, -0.5088, 1.1341]],
  "mulliken_charge": [-0.63, -0.60, -0.57, -0.61, 0.71, 0.12, -0.20, -0.57, -0.60, -0.79, 0.79, -0.21, -0.70, -0.58, -0.56, 0.32, -0.44, -0.64, 0.05, -0.08, 0.22, -0.50, -0.25, 0.09, -0.38, -0.65, 0.50, -0.04, -0.55, -0.65, -0.38, 0.05, 0.43, -0.46, -0.64, -0.56, -0.20, 0.15, 0.78, 0.42, -0.12, 0.35, 0.34, 0.41, 0.39, 0.42, 0.45, 0.42, 0.46, 0.28, 0.44, 0.40, 0.45, 0.42, 0.36, 0.57, 0.56, -0.39, 0.30, -1.12, 1.84, 0.07, 0.62, -0.33, -1.24, 0.30, -1.02, -0.61, -1.00, 0.07, 1.52, 0.28, 0.49, 0.36, 0.40, 0.31, 0.18, -0.67, -0.62, 0.22, -1.01, 0.66, -1.25, -0.08, -0.01, -0.64, 0.78, 0.66, 0.34, 0.23, 0.45, 0.72]
}



# 2
{
  "formula": "C51H29F5I4N7NaOS",
  "method": "ωB97M-V with the def2-TZVPD basis set",
  "e_above_lowest_ev": 2.373,
  "charge": -2,
  "e_tot_ev": -127078.510,
  "orbital_gap_ev": [4.64, 4.64],
  "elements": ["Na", "I", "C", "C", "C", "C", "C", "C", "C", "C", "C", "C", "C", "C", "C", "C", "C", "C", "I", "C", "C", "C", "N", "C", "C", "C", "C", "C", "C", "I", "C", "C", "C", "C", "C", "C", "N", "C", "C", "C", "C", "C", "N", "C", "C", "C", "C", "I", "C", "C", "C", "C", "N", "H", "H", "H", "H", "H", "H", "H", "H", "H", "H", "H", "H", "H", "H", "H", "H", "H", "H", "H", "H", "H", "H", "H", "H", "N", "N", "C", "N", "S", "H", "H", "H", "H", "H", "F", "C", "C", "F", "C", "F", "C", "O", "C", "F", "C", "F"],
  "coordinates": [[-0.400, 0.172, 0.116], [0.116, 9.455, -2.797], [-0.026, 7.456, -2.123], [1.135, 6.735, -1.908], [1.040, 5.418, -1.476], [-0.197, 4.825, -1.252], [-1.347, 5.582, -1.474], [-1.274, 6.895, -1.913], [-0.354, 3.408, -0.806], [-0.690, 2.495, -1.822], [-0.642, 2.799, -3.240], [-0.970, 1.655, -3.887], [-1.233, 0.654, -2.859], [-1.521, -0.724, -3.089], [-2.223, -1.108, -4.330], [-2.361, -2.431, -4.788], [-3.050, -2.752, -5.944], [-3.662, -1.752, -6.677], [-4.716, -2.228, -8.445], [-3.643, -0.449, -6.217], [-2.958, -0.147, -5.054], [-1.150, -1.720, -2.136], [-1.241, -1.569, -0.797], [-0.852, -2.732, -0.224], [-0.861, -2.983, 1.171], [-1.136, -4.366, 1.644], [-0.439, -5.516, 1.273], [-0.854, -6.777, 1.680], [-1.963, -6.896, 2.497], [-2.638, -8.815, 3.076], [-2.646, -5.778, 2.938], [-2.229, -4.529, 2.507], [-0.701, -2.025, 2.187], [-0.258, -2.377, 3.524], [-0.128, -1.215, 4.203], [-0.516, -0.145, 3.283], [-0.787, -0.677, 2.076], [-0.579, 1.257, 3.570], [-0.308, 2.219, 2.533], [0.359, 3.500, 2.719], [0.424, 4.089, 1.494], [-0.187, 3.164, 0.565], [-0.578, 2.043, 1.231], [-0.954, 1.734, 4.908], [-1.090, 3.109, 5.206], [-1.423, 3.577, 6.464], [-1.667, 2.681, 7.488], [-2.145, 3.379, 9.428], [-1.673, 1.324, 7.223], [-1.363, 0.873, 5.953], [-0.429, -3.662, -1.252], [-0.595, -3.028, -2.436], [-1.026, 1.195, -1.649], [2.103, 7.186, -2.078], [1.942, 4.838, -1.325], [-2.314, 5.127, -1.297], [-2.175, 7.467, -2.085], [-0.353, 3.739, -3.685], [-0.937, 1.485, -4.951], [-1.940, -3.244, -4.224], [-3.114, -3.785, -6.259], [-4.173, 0.332, -6.746], [-3.027, 0.858, -4.671], [0.463, -5.435, 0.685], [-0.311, -7.656, 1.361], [-3.497, -5.872, 3.600], [-2.772, -3.650, 2.827], [-0.005, -3.370, 3.862], [0.308, -1.095, 5.181], [0.812, 3.860, 3.631], [0.883, 5.035, 1.251], [-0.966, 3.835, 4.420], [-1.501, 4.642, 6.637], [-1.940, 0.608, 7.989], [-1.491, -0.176, 5.758], [0.052, -4.614, -1.119], [-0.210, -3.359, -3.386], [2.327, 1.067, -0.030], [2.569, 0.991, 1.352], [2.880, -0.114, 2.041], [3.090, 0.108, 3.386], [3.118, -1.618, 1.381], [2.317, 0.126, -0.457], [3.152, 1.498, -0.429], [2.195, 1.779, 1.862], [2.575, 0.877, 3.796], [3.027, -0.743, 3.917], [7.135, -3.266, -3.843], [5.986, -2.732, -3.357], [4.761, -3.335, -3.595], [4.732, -4.475, -4.318], [3.594, -2.781, -3.127], [2.436, -3.420, -3.413], [3.521, -1.568, -2.364], [2.447, -1.061, -1.959], [4.825, -1.015, -2.142], [4.922, 0.142, -1.443], [5.994, -1.560, -2.621], [7.171, -0.948, -2.375]],
  "forces_ev_per_a": [[0.6382, 0.1253, 0.1690], [-0.0311, -0.2533, 0.0908], [0.0449, 0.3500, -0.1218], [0.0385, -0.0067, 0.0234], [0.0227, -0.0605, -0.0247], [0.0120, 0.0512, -0.0298], [0.0509, 0.0325, -0.0070], [-0.0128, -0.0350, 0.0360], [0.1009, -0.0986, 0.1166], [-0.0647, -0.0520, -0.1406], [-0.0779, 0.0137, -0.0137], [-0.0251, 0.0223, -0.0070], [-0.1302, 0.0485, -0.1002], [0.3946, -0.0009, 0.4128], [-0.1629, -0.0467, -0.3453], [0.1132, 0.0751, 0.0617], [0.0209, -0.0267, -0.0441], [-0.2153, -0.0628, -0.2513], [0.1548, 0.0622, 0.2511], [-0.0337, 0.0510, -0.0676], [0.1059, -0.0699, 0.1641], [-0.2049, -0.0789, -0.2566], [-0.0787, -0.3964, -0.0185], [-0.1980, -0.0440, -0.2618], [0.2865, 0.2850, 0.1645], [-0.0786, -0.1711, 0.0904], [0.1220, 0.0586, 0.0334], [0.0427, -0.0407, -0.0170], [-0.1560, -0.2951, 0.1301], [0.1215, 0.2528, -0.0651], [0.0382, -0.0056, -0.0056], [0.0538, -0.0198, -0.1106], [0.0803, -0.1396, -0.0790], [-0.1208, 0.0617, 0.2037], [-0.0452, -0.0637, 0.0200], [-0.2435, 0.1986, 0.1226], [-0.0934, -0.1830, 0.3422], [0.3825, -0.3399, -0.3461], [-0.2121, 0.0254, 0.0326], [0.2106, 0.0817, -0.1724], [-0.0159, 0.0268, 0.1153], [-0.0659, 0.1592, -0.0349], [-0.0692, 0.3134, 0.2380], [-0.0523, 0.0963, 0.3338], [0.0015, -0.0378, -0.0787], [0.0400, 0.0697, 0.0706], [-0.1220, 0.0675, 0.3655], [0.0806, -0.0999, -0.3232], [-0.0079, -0.0069, 0.0073], [0.0932, 0.0237, -0.2305], [-0.0868, -0.0667, -0.1446], [-0.0726, -0.1275, 0.0842], [-0.1504, 0.3887, -0.3286], [-0.0027, -0.0065, -0.0141], [-0.0170, -0.0232, 0.0229], [0.0027, -0.0179, -0.0162], [0.0101, 0.0101, -0.0040], [0.0418, -0.0134, -0.0008], [-0.0422, 0.0044, -0.0101], [-0.0151, -0.0103, -0.0098], [0.0150, 0.0035, -0.0001], [-0.0166, -0.0101, 0.0138], [0.0056, 0.0406, -0.0283], [-0.0189, 0.0345, -0.0380], [0.0285, 0.0158, 0.0165], [-0.0140, 0.0022, -0.0214], [-0.0116, 0.0250, -0.0285], [0.0332, 0.0223, 0.0163], [-0.0844, 0.0437, 0.0685], [-0.0088, 0.0361, -0.0599], [-0.0126, -0.0036, 0.0007], [-0.1124, -0.0169, 0.1365], [0.0068, 0.0013, -0.0213], [-0.0374, 0.0252, 0.0031], [0.0940, -0.1316, -0.0129], [-0.0328, 0.0018, -0.0089], [-0.0104, -0.0014, 0.0104], [-0.0688, -0.1809, -0.0305], [-0.1462, 0.0849, 0.2102], [0.3566, 0.0257, -0.1657], [-0.2513, 0.2193, 0.1825], [-0.0073, -0.1501, -0.0803], [0.0710, -0.0820, 0.0935], [0.0296, -0.0287, -0.2148], [-0.0511, 0.0192, -0.0152], [-0.0360, -0.0275, -0.0037], [-0.0375, -0.1014, 0.0484], [0.0323, -0.0194, 0.0118], [-0.0392, 0.0133, 0.0179], [0.1426, 0.1092, -0.0219], [-0.0424, -0.0916, -0.0386], [-0.1776, 0.1418, 0.1460], [-0.0107, -0.0494, -0.0321], [0.4018, -0.2139, -0.1696], [-0.1728, 0.1630, -0.0078], [-0.2207, 0.0537, 0.0230], [-0.0145, 0.0487, -0.0027], [-0.0564, -0.1088, -0.0231], [0.0746, 0.0320, 0.0048]],
  "mulliken_charge": [2.07, 0.01, 0.00, -0.70, 0.23, -1.15, 0.20, -0.74, 1.15, 0.26, -1.11, -1.31, -0.26, 0.93, 0.87, -0.23, -1.10, -0.01, -0.01, -0.82, -0.53, 0.67, -1.02, 0.89, 0.94, -0.36, -0.10, -0.85, -0.03, -0.01, -0.80, -0.05, 0.07, -1.20, -1.31, -0.10, -0.80, 0.42, 0.58, -1.47, -1.02, 0.26, -0.75, 1.24, -0.56, -0.99, -0.05, -0.02, -0.91, -0.59, -1.29, -1.15, -0.59, 0.38, 0.54, 0.52, 0.36, 0.49, 0.75, 0.45, 0.39, 0.35, 0.59, 0.62, 0.37, 0.37, 0.47, 0.53, 0.76, 0.73, 0.54, 0.66, 0.39, 0.37, 0.59, 0.23, 0.71, -0.16, -0.06, 0.57, -0.57, -0.38, -0.24, 0.34, 0.21, 0.23, 0.28, -0.36, 0.68, -0.12, -0.34, -0.01, -0.29, 0.25, -0.42, 0.11, -0.37, 0.00, -0.34]
}



Q: What is the formula in the second record?
A: C51H29F5I4N7NaOS